# 1
Molecular formula: CBrNO3
Method: DFT, wB97M-V/def2-TZVPD

Structure (XYZ):
```
6
Properties=species:S:1:pos:R:3:mulliken_charge:R:1
O -2.90 -0.54 0.58 -0.36
N 1.76 0.53 -0.46 0.22
O 1.34 1.05 0.51 -0.15
O -1.04 0.23 -0.56 -0.37
C -1.96 -0.20 0.01 0.72
Br 2.81 -1.07 -0.08 -0.07
```

* LUMO: -1.11 eV
* charge: 0
* Kohn-Sham gap: 0.3392 Ha
* SMILES: O=C=O.O=NBr


# 2
Molecular formula: CBrNO4
Method: DFT, wB97M-V/def2-TZVPD

Structure (XYZ):
```
7
Properties=species:S:1:pos:R:3:mulliken_charge:R:1
O 6.75 -1.03 0.86 -0.41
Br -8.15 -0.55 0.33 -0.09
O -5.31 -0.43 0.23 -0.38
O -6.21 0.35 -1.55 -0.40
N -6.12 -0.20 -0.52 0.87
C 7.79 -0.66 -0.15 0.63
O 8.70 -0.43 -0.79 -0.22
```

* LUMO: -2.01 eV
* charge: 0
* Kohn-Sham gap: 0.3243 Ha
* SMILES: O=[N+]([O-])Br.O=C=O


# 3
Molecular formula: CCl2F2
Method: DFT, wB97M-V/def2-TZVPD

Structure (XYZ):
```
5
Properties=species:S:1:pos:R:3:mulliken_charge:R:1
Cl 1.54 0.62 -0.48 -0.10
F -0.17 -0.01 1.38 -0.17
Cl -1.30 0.84 -0.72 -0.09
F -0.06 -1.38 -0.23 -0.17
C -0.01 -0.07 0.05 0.53
```

* LUMO: 0.63 eV
* charge: 0
* Kohn-Sham gap: 0.4536 Ha
* SMILES: FC(F)(Cl)Cl


# 4
Molecular formula: CCl2O3S2
Method: DFT, wB97M-V/def2-TZVPD

Structure (XYZ):
```
8
Properties=species:S:1:pos:R:3:mulliken_charge:R:1
S 0.36 -0.52 0.87 0.07
O -2.71 -0.10 -1.18 -0.38
S 1.95 -0.91 -0.49 0.61
O -2.86 1.04 0.83 -0.37
C -2.76 0.52 -0.20 0.77
Cl 3.15 0.65 0.11 -0.15
O 2.64 -2.09 -0.14 -0.42
Cl 0.23 1.40 0.21 -0.12
```

* LUMO: -1.09 eV
* charge: 0
* Kohn-Sham gap: 0.3321 Ha


# 5
Molecular formula: CCl2O3S2
Method: DFT, wB97M-V/def2-TZVPD

Structure (XYZ):
```
8
Properties=species:S:1:pos:R:3:mulliken_charge:R:1
O 1.81 -0.12 -1.53 -0.29
C 1.22 0.35 -0.66 0.51
S -2.52 -0.02 -0.41 0.03
S -0.24 -0.68 0.15 0.88
O -0.04 -0.46 1.52 -0.45
Cl -2.77 1.02 1.29 -0.07
Cl 1.70 1.65 0.37 -0.08
O 0.00 -1.98 -0.37 -0.52
```

* LUMO: -2.11 eV
* charge: 0
* Kohn-Sham gap: 0.2955 Ha
* SMILES: O=C(Cl)S(=O)(=O)SCl


# 6
Molecular formula: CCl3F
Method: DFT, wB97M-V/def2-TZVPD

Structure (XYZ):
```
5
Properties=species:S:1:pos:R:3:mulliken_charge:R:1
F 1.26 0.73 0.79 -0.18
Cl -0.40 1.22 -1.16 -0.14
C 0.24 0.06 0.11 0.50
Cl -1.18 -0.22 0.98 -0.10
Cl 0.83 -1.41 -0.28 -0.07
```

* LUMO: 0.48 eV
* charge: 0
* Kohn-Sham gap: 0.4244 Ha


# 7
Molecular formula: CCl3FOS
Method: DFT, wB97M-V/def2-TZVPD

Structure (XYZ):
```
7
Properties=species:S:1:pos:R:3:mulliken_charge:R:1
S -1.71 0.78 1.25 0.49
Cl 0.07 0.74 2.16 -0.11
Cl 0.65 -1.94 -1.72 -0.10
Cl 0.59 0.90 -2.18 -0.09
O -2.57 -0.05 2.07 -0.38
C 0.92 -0.35 -1.11 0.35
F 2.05 -0.08 -0.47 -0.15
```

* LUMO (alpha / beta): -0.85 / -1.47 eV
* charge: 0
* Kohn-Sham gap (alpha / beta): 0.3095 / 0.2809 Ha


# 8
Molecular formula: CCl3FOS
Method: DFT, wB97M-V/def2-TZVPD

Structure (XYZ):
```
7
Properties=species:S:1:pos:R:3:lowdin_spin:R:1
C 0.53 0.46 0.06 0.18
S -1.25 -0.32 0.11 0.79
Cl -1.01 -1.52 -1.42 0.41
Cl 1.14 1.23 1.57 0.03
F 1.46 -0.47 -0.40 0.07
Cl 0.45 1.62 -1.27 0.03
O -1.31 -1.01 1.35 0.51
```

* LUMO (alpha / beta): -0.19 / -3.90 eV
* 2S+1: 3
* charge: 0
* Kohn-Sham gap (alpha / beta): 0.2128 / 0.2865 Ha
* expectation value of S²: 2.01


Energy list, top to bottom, in eV: -78710.23832; -80753.44541; -31516.73416; -53894.57159; -53892.44497; -41320.75535; -54201.66840; -54198.60194
Relative energy (zero: lowest compared OMol25 entry of this formula, charge and spin) list, top to bottom, in kJ/mol: 5.3; 216.0; 1.7; 21.0; 226.2; 72.4; 144.9; 275.2